Density functional theory data (ωB97M-V/def2-TZVPD) for a 5-piece molecular cluster, C18H37FIO12P overall.

Orbital gap (eV): 8.69
Lowest unoccupied orbital energy (eV): 0.250

CARTESIAN COORDINATES (ANGSTROEM)
C  6.04  0.96  -0.11
C  5.13  -0.39  -0.39
C  4.05  -0.72  0.82
F  4.81  -1.62  1.78
P  2.53  -1.73  0.25
C  1.17  -0.64  -0.53
C  0.97  0.83  0.16
C  2.06  1.97  -0.31
I  0.78  0.70  2.38
H  7.05  0.97  -0.75
H  6.23  1.09  1.04
H  5.45  1.93  -0.48
H  5.86  -1.33  -0.43
H  4.56  -0.33  -1.43
H  3.77  0.25  1.45
H  3.02  -2.58  -0.83
H  0.14  -1.23  -0.36
H  1.27  -0.56  -1.71
H  -0.10  1.22  -0.19
H  1.71  2.41  -1.36
H  3.15  1.58  -0.47
H  2.10  2.80  0.54
C  0.70  -4.99  -0.51
O  1.03  -5.06  -1.89
C  0.00  -5.41  -2.70
O  -1.14  -5.65  -2.34
O  0.45  -5.44  -3.98
C  -0.54  -5.79  -4.94
H  1.60  -4.70  0.04
H  -0.07  -4.22  -0.34
H  0.37  -5.96  -0.14
H  -1.35  -5.06  -4.95
H  -0.92  -6.80  -4.75
H  -0.07  -5.79  -5.93
C  -3.22  -4.08  -2.02
O  -3.99  -2.92  -2.35
C  -3.65  -1.81  -1.64
O  -2.77  -1.74  -0.79
O  -4.45  -0.79  -2.05
C  -4.20  0.45  -1.38
H  -3.58  -4.90  -2.65
H  -2.16  -3.91  -2.24
H  -3.36  -4.35  -0.97
H  -3.18  0.79  -1.58
H  -4.38  0.35  -0.31
H  -4.90  1.19  -1.78
C  -8.12  2.90  3.77
O  -8.64  1.66  3.30
C  -8.09  1.23  2.13
O  -7.23  1.81  1.49
O  -8.68  0.05  1.80
C  -8.20  -0.52  0.59
H  -8.63  3.15  4.71
H  -7.05  2.82  3.97
H  -8.32  3.70  3.05
H  -7.13  -0.74  0.66
H  -8.40  0.15  -0.26
H  -8.73  -1.46  0.42
C  4.04  3.95  2.42
O  5.42  4.22  2.19
C  5.76  5.53  2.29
O  5.01  6.45  2.55
O  7.10  5.63  2.05
C  7.60  6.97  2.13
H  3.88  2.88  2.31
H  3.75  4.25  3.43
H  3.42  4.47  1.68
H  7.46  7.38  3.13
H  7.12  7.60  1.37
H  8.67  6.93  1.92

Charge distribution, Löwdin scheme, values in e: -0.140 -0.253 -0.478 -0.182 0.868 -0.489 -0.765 -0.170 0.697 0.086 0.086 0.071 0.122 0.102 0.084 -0.040 0.078 0.101 0.087 0.101 0.052 0.055 -0.054 -0.012 -0.544 0.068 -0.004 -0.045 0.068 0.095 0.101 0.097 0.100 0.096 -0.058 -0.005 -0.557 0.096 -0.013 -0.049 0.100 0.076 0.107 0.092 0.097 0.096 -0.052 -0.010 -0.559 0.102 -0.009 -0.049 0.094 0.099 0.098 0.094 0.099 0.096 -0.055 -0.014 -0.558 0.110 -0.011 -0.053 0.069 0.104 0.093 0.099 0.098 0.094

***

Density functional theory data (ωB97M-V/def2-TZVPD) for C18H37GeNO5RuSi3 as an isolated structure.

Multiplicity: 2
⟨S²⟩: 0.78
Orbital gap (alpha / beta) (eV): 6.83 / 7.09
Charge: +3
Lowest unoccupied orbital energy (alpha / beta) (eV): -9.915 / -9.875

CARTESIAN COORDINATES (ANGSTROEM)
Ru  0.87  -1.19  0.43
O  -2.49  0.60  3.69
C  -1.72  0.06  2.80
O  -1.19  -1.04  3.02
C  -1.58  0.88  1.56
C  -2.47  1.91  1.32
C  -2.36  2.62  0.12
C  -1.38  2.26  -0.78
C  -0.51  1.24  -0.43
N  -0.60  0.55  0.70
C  0.62  0.71  -1.30
O  0.40  0.40  -2.45
O  1.69  0.44  -0.61
H  -2.59  0.03  4.48
H  -3.23  2.16  2.05
H  -3.06  3.42  -0.10
H  -1.28  2.75  -1.74
C  -2.52  -2.02  -0.63
C  -1.37  -2.79  -1.22
O  -0.10  -2.06  -1.15
H  -3.43  -2.62  -0.69
H  -2.70  -1.09  -1.17
H  -2.34  -1.79  0.43
H  -1.53  -3.00  -2.28
H  -1.19  -3.73  -0.71
H  -0.02  -1.44  -1.91
C  4.06  -1.42  -1.35
Si  3.03  -2.32  -0.11
C  3.83  -2.39  1.58
C  2.34  -3.95  -0.67
Ge  0.03  -2.46  2.16
Si  -0.91  -4.33  3.54
C  0.50  -5.07  4.48
C  -2.26  -3.59  4.56
C  -1.51  -5.34  2.10
Si  5.85  3.62  1.31
C  5.74  5.41  1.62
C  7.41  2.75  1.65
C  4.40  2.71  0.66
H  3.99  -1.91  -2.33
H  5.10  -1.44  -1.04
H  3.74  -0.39  -1.47
H  4.80  -2.89  1.47
H  3.25  -2.95  2.31
H  4.04  -1.40  1.99
H  3.20  -4.63  -0.74
H  1.89  -3.88  -1.67
H  1.63  -4.41  0.01
H  0.87  -4.41  5.27
H  1.34  -5.34  3.83
H  0.15  -5.99  4.95
H  -1.87  -2.91  5.33
H  -2.77  -4.40  5.08
H  -3.00  -3.07  3.96
H  -0.70  -5.72  1.48
H  -2.23  -4.80  1.47
H  -2.05  -6.21  2.49
H  6.33  5.70  2.50
H  4.71  5.77  1.72
H  6.20  5.92  0.77
H  7.39  2.41  2.69
H  8.27  3.42  1.55
H  7.55  1.87  1.02
H  3.82  2.21  1.45
H  4.72  1.93  -0.04
H  3.73  3.39  0.15

Charge distribution, Löwdin scheme, values in e: 0.815 0.223 -0.385 -0.157 -0.169 0.062 0.031 0.067 -0.160 0.088 -0.613 0.104 -0.178 0.178 0.141 0.139 0.147 -0.055 -0.209 -0.248 0.104 0.094 0.042 0.144 0.109 0.103 -0.174 0.547 -0.206 -0.188 1.047 0.411 -0.201 -0.200 -0.212 0.928 -0.151 -0.152 -0.163 0.054 0.047 0.014 0.056 0.012 0.031 0.065 0.044 0.016 0.046 0.039 0.059 0.043 0.062 0.037 0.041 0.030 0.062 0.065 0.056 0.075 0.069 0.065 0.055 0.054 0.042 0.053